No. 1
{"formula": "C34H45Cl3N5O3SSeSiV", "method": "wB97M-V/def2-TZVPD", "spin_multiplicity": 2, "orbital_gap_ev": [8.162, 7.824], "charge": 1, "lumo_ha": [-0.1052, -0.0938], "symbols": ["V", "C", "C", "C", "C", "C", "C", "C", "H", "H", "H", "H", "H", "H", "H", "H", "N", "N", "C", "O", "O", "H", "H", "H", "Cl", "C", "C", "C", "C", "C", "C", "N", "C", "C", "N", "C", "O", "C", "C", "C", "Cl", "S", "C", "C", "C", "Cl", "C", "H", "H", "H", "H", "H", "H", "H", "H", "H", "H", "H", "H", "H", "C", "Si", "C", "C", "C", "C", "C", "C", "C", "C", "H", "H", "H", "H", "H", "H", "H", "H", "H", "H", "H", "H", "H", "H", "H", "H", "H", "H", "H", "H", "H", "Se", "C", "N"], "coordinates": [[-0.994, -0.175, -0.975], [-0.434, 3.538, -3.380], [-1.345, 3.196, -2.232], [-2.340, 2.229, -2.394], [-3.198, 1.896, -1.349], [-3.078, 2.547, -0.124], [-2.089, 3.503, 0.050], [-1.231, 3.820, -0.994], [0.367, 2.801, -3.478], [0.032, 4.512, -3.239], [-0.986, 3.553, -4.320], [-2.486, 1.772, -3.366], [-3.990, 1.176, -1.525], [-3.776, 2.345, 0.682], [-1.992, 4.014, 0.999], [-0.466, 4.575, -0.850], [1.546, -1.960, 1.367], [0.638, -0.910, 1.541], [0.524, 0.019, 0.533], [-0.462, 0.841, 0.565], [1.581, 0.303, -0.207], [1.117, -2.750, 0.893], [1.924, -2.224, 2.267], [-0.262, -1.119, 1.967], [-6.894, 5.053, 0.143], [-6.515, 3.503, 0.795], [-6.082, 3.387, 2.109], [-5.776, 2.136, 2.598], [-5.877, 0.969, 1.830], [-5.404, -0.287, 2.556], [-5.455, -1.636, 1.835], [-4.329, -1.793, 0.919], [-3.920, -2.978, 0.353], [-2.839, -2.689, -0.414], [-2.591, -1.333, -0.322], [-3.509, -0.834, 0.497], [-6.135, -0.402, 3.768], [-5.314, -0.522, 4.934], [-4.471, -1.763, 4.940], [-3.146, -1.836, 4.635], [-2.080, -0.530, 4.275], [-2.538, -3.442, 4.641], [-4.082, -4.056, 5.066], [-4.999, -3.066, 5.201], [-6.327, 1.127, 0.522], [-6.549, -0.187, -0.606], [-6.645, 2.381, 0.006], [-5.990, 4.267, 2.730], [-5.444, 2.047, 3.625], [-4.350, -0.107, 2.807], [-6.389, -1.783, 1.300], [-5.366, -2.409, 2.594], [-4.433, -3.904, 0.542], [-2.224, -3.337, -1.011], [-3.583, 0.202, 0.775], [-6.012, -0.541, 5.769], [-4.679, 0.365, 5.034], [-4.220, -5.114, 5.219], [-6.029, -3.240, 5.476], [-6.995, 2.465, -1.013], [3.799, 0.259, 1.715], [3.212, 0.780, 0.023], [3.093, 2.663, -0.101], [4.487, 3.298, -0.065], [2.273, 3.157, 1.103], [2.357, 3.094, -1.376], [4.175, -0.141, -1.306], [3.740, -1.615, -1.276], [3.926, 0.412, -2.714], [5.675, -0.066, -0.979], [4.749, 0.746, 1.943], [3.966, -0.819, 1.740], [3.092, 0.519, 2.505], [5.024, 3.050, 0.854], [4.400, 4.388, -0.106], [5.098, 2.987, -0.913], [2.718, 2.869, 2.057], [1.249, 2.774, 1.066], [2.219, 4.250, 1.084], [2.944, 2.917, -2.278], [2.145, 4.167, -1.330], [1.402, 2.571, -1.471], [2.711, -1.731, -1.619], [3.798, -2.049, -0.275], [4.386, -2.199, -1.937], [2.859, 0.465, -2.948], [4.394, -0.246, -3.452], [4.359, 1.406, -2.844], [5.904, -0.546, -0.027], [6.044, 0.961, -0.939], [6.243, -0.590, -1.753], [-0.537, -0.363, -3.411], [-0.006, -1.759, -2.339], [0.119, -2.264, -1.290]], "atomic_forces_ev_per_a": [[-0.472, -0.324, -0.500], [-0.022, -0.003, 0.008], [0.013, -0.033, -0.027], [0.073, 0.013, 0.034], [0.036, 0.018, 0.090], [-0.011, 0.054, 0.008], [-0.013, -0.017, -0.007], [0.036, 0.003, -0.022], [-0.030, 0.006, -0.005], [0.001, 0.004, -0.002], [0.000, 0.021, -0.010], [-0.013, 0.012, 0.003], [-0.029, 0.007, 0.029], [0.041, -0.012, -0.021], [-0.001, 0.006, 0.008], [-0.020, -0.014, 0.002], [0.014, -0.078, 0.009], [-0.305, 0.019, -0.085], [0.813, -0.107, 0.556], [-0.303, 0.063, -0.214], [-0.482, -0.257, -0.071], [0.029, 0.106, 0.055], [-0.048, 0.000, -0.038], [0.179, 0.027, 0.027], [0.004, 0.015, -0.006], [-0.002, -0.055, 0.004], [-0.014, 0.017, 0.010], [0.004, 0.036, -0.008], [0.033, -0.017, -0.020], [0.012, -0.015, 0.062], [-0.043, 0.052, 0.163], [-0.029, -0.077, 0.153], [0.025, -0.030, -0.124], [-0.055, 0.080, 0.028], [0.319, 0.329, 0.061], [0.038, -0.089, -0.131], [-0.029, -0.054, -0.061], [0.049, 0.038, 0.045], [-0.093, 0.006, -0.031], [0.068, -0.098, -0.010], [-0.018, 0.012, -0.073], [-0.046, 0.053, 0.019], [0.049, 0.026, 0.009], [-0.026, -0.014, -0.065], [-0.082, 0.063, 0.022], [-0.011, 0.058, -0.102], [-0.009, -0.010, -0.010], [0.003, 0.000, 0.012], [0.009, -0.003, -0.003], [-0.033, -0.011, 0.017], [0.038, -0.012, 0.048], [0.032, -0.030, 0.051], [-0.006, -0.015, 0.008], [0.007, -0.025, 0.002], [0.003, -0.016, 0.013], [-0.007, 0.021, -0.014], [-0.004, -0.019, 0.008], [0.009, -0.017, -0.003], [-0.012, 0.004, 0.000], [0.003, 0.004, -0.007], [-0.022, -0.084, -0.045], [0.218, 0.115, 0.112], [0.020, -0.034, 0.000], [-0.047, 0.026, -0.008], [-0.005, -0.050, -0.045], [0.027, -0.018, 0.035], [-0.053, -0.064, 0.001], [-0.020, 0.011, -0.021], [0.045, -0.016, 0.029], [-0.027, 0.007, -0.034], [0.011, 0.062, 0.009], [-0.005, 0.084, 0.017], [-0.021, -0.006, -0.003], [0.037, -0.013, 0.004], [-0.002, 0.003, 0.008], [0.011, 0.017, -0.008], [0.015, 0.005, 0.014], [0.009, 0.025, 0.039], [-0.009, 0.010, -0.007], [-0.053, -0.009, 0.038], [0.005, 0.018, 0.000], [0.032, 0.047, -0.022], [0.038, -0.011, 0.025], [0.038, 0.013, -0.037], [0.016, 0.008, -0.015], [-0.007, 0.011, -0.023], [0.004, 0.000, -0.005], [-0.016, -0.020, -0.003], [0.015, -0.005, 0.034], [0.018, -0.001, -0.003], [0.000, 0.001, -0.009], [0.122, -0.207, -0.289], [-0.229, 0.663, 0.377], [0.161, -0.310, -0.063]]}

No. 2
{"formula": "C34H45N7O5S2SeY", "method": "wB97M-V/def2-TZVPD", "orbital_gap_ev": 5.834, "charge": -1, "lumo_ha": 0.0763, "symbols": ["Y", "S", "C", "N", "C", "C", "N", "C", "C", "C", "C", "C", "C", "C", "C", "S", "C", "C", "C", "C", "C", "C", "C", "H", "H", "H", "H", "H", "H", "H", "H", "H", "H", "H", "H", "H", "H", "H", "H", "H", "H", "C", "O", "C", "C", "H", "H", "H", "H", "H", "H", "O", "C", "N", "Se", "C", "C", "C", "N", "C", "C", "H", "H", "H", "H", "C", "N", "C", "C", "O", "N", "C", "C", "H", "H", "H", "H", "H", "H", "H", "H", "H", "H", "H", "H", "N", "C", "C", "O", "O", "H", "H", "H", "H", "H"], "coordinates": [[1.181, -0.970, -0.514], [1.258, -1.055, 2.157], [0.509, 0.532, 1.914], [-0.878, 0.582, 2.210], [-1.545, 1.838, 1.891], [-0.616, 3.021, 2.102], [0.558, 2.852, 1.267], [1.313, 4.076, 1.136], [0.555, 5.126, 0.356], [0.601, 6.462, 0.734], [-0.058, 7.434, -0.005], [-0.784, 7.077, -1.130], [-0.842, 5.743, -1.509], [-0.176, 4.776, -0.775], [1.207, 1.602, 1.434], [2.948, 1.578, 1.044], [-1.241, 0.042, 3.529], [-0.851, 0.926, 4.693], [0.489, 1.053, 5.064], [0.856, 1.937, 6.064], [-0.103, 2.703, 6.713], [-1.436, 2.573, 6.362], [-1.803, 1.690, 5.355], [-2.429, 1.932, 2.525], [-1.887, 1.834, 0.860], [-0.335, 3.110, 3.162], [-1.119, 3.947, 1.813], [2.243, 3.859, 0.610], [1.597, 4.493, 2.119], [1.156, 6.738, 1.623], [-0.010, 8.470, 0.308], [-1.305, 7.831, -1.705], [-1.413, 5.447, -2.380], [-0.231, 3.735, -1.064], [-0.771, -0.933, 3.631], [-2.328, -0.098, 3.544], [1.239, 0.463, 4.550], [1.900, 2.035, 6.334], [0.189, 3.397, 7.491], [-2.192, 3.163, 6.866], [-2.847, 1.597, 5.080], [4.592, -1.142, 0.929], [4.530, -0.175, -0.089], [3.209, 0.376, -0.340], [3.422, 1.156, -1.638], [3.998, -2.030, 0.688], [4.230, -0.748, 1.883], [5.640, -1.438, 1.029], [4.236, 1.886, -1.540], [2.517, 1.689, -1.938], [3.687, 0.463, -2.443], [-2.150, 1.844, -1.521], [-1.110, 1.266, -1.422], [-0.065, 0.710, -1.354], [1.715, -2.441, -3.094], [0.909, -1.611, -4.595], [0.779, -2.327, -5.791], [0.161, -1.745, -6.880], [-0.339, -0.510, -6.887], [-0.202, 0.171, -5.752], [0.399, -0.316, -4.602], [1.159, -3.338, -5.862], [0.062, -2.314, -7.800], [-0.602, 1.181, -5.747], [0.448, 0.317, -3.724], [-2.169, -2.103, -2.870], [-2.741, -2.806, -1.724], [-3.212, -4.135, -2.089], [-2.051, -2.660, -0.538], [-0.956, -2.086, -0.484], [-2.641, -3.150, 0.580], [-4.072, -3.295, 0.708], [-1.897, -3.153, 1.826], [-2.933, -2.037, -3.646], [-1.295, -2.629, -3.260], [-1.870, -1.098, -2.585], [-2.406, -4.705, -2.565], [-4.032, -4.043, -2.802], [-3.566, -4.693, -1.228], [-4.571, -2.934, -0.188], [-4.417, -2.696, 1.556], [-4.359, -4.335, 0.893], [-0.830, -3.108, 1.630], [-2.147, -4.058, 2.383], [-2.160, -2.281, 2.429], [1.991, -5.918, -2.454], [2.724, -5.142, -1.461], [1.727, -4.353, -0.627], [0.528, -4.906, -0.537], [1.994, -3.307, -0.081], [2.533, -6.699, -2.795], [1.761, -5.305, -3.233], [0.554, -5.659, -1.171], [3.449, -4.431, -1.861], [3.242, -5.818, -0.775]], "atomic_forces_ev_per_a": [[-0.337, -0.339, 0.532], [0.156, -0.137, -0.024], [0.494, -0.187, -0.016], [-0.263, -0.088, 0.239], [0.111, 0.090, 0.164], [-0.064, -0.011, -0.088], [-0.168, 0.035, 0.034], [0.163, 0.141, -0.086], [0.000, -0.005, 0.046], [0.014, -0.057, 0.024], [0.031, 0.053, 0.046], [-0.034, 0.065, -0.050], [-0.006, -0.049, -0.027], [-0.008, -0.025, -0.020], [-0.047, 0.067, -0.008], [-0.088, 0.003, 0.162], [-0.137, 0.140, 0.016], [0.051, -0.047, -0.164], [-0.049, -0.017, -0.034], [0.055, 0.020, 0.033], [0.035, 0.033, 0.054], [-0.039, 0.035, 0.031], [-0.056, 0.016, 0.057], [0.010, 0.037, 0.010], [0.007, -0.008, -0.115], [0.002, -0.037, 0.033], [-0.007, -0.019, -0.031], [-0.076, -0.015, 0.053], [-0.026, -0.030, -0.035], [0.013, 0.028, 0.020], [-0.011, 0.018, -0.009], [-0.005, 0.004, 0.002], [-0.014, 0.001, -0.018], [0.011, -0.032, 0.007], [0.050, -0.011, -0.047], [0.046, 0.014, -0.055], [0.018, -0.020, -0.033], [0.013, -0.001, 0.005], [0.008, 0.008, 0.007], [-0.005, 0.010, 0.004], [-0.016, -0.010, -0.038], [0.026, -0.039, 0.024], [-0.236, 0.115, -0.024], [0.501, -0.174, -0.373], [-0.043, 0.047, 0.094], [-0.026, -0.008, -0.030], [0.008, 0.004, 0.006], [-0.027, 0.049, -0.010], [0.011, 0.019, -0.008], [-0.020, 0.006, 0.085], [-0.014, -0.035, 0.037], [0.009, -0.055, 0.015], [-0.241, 0.234, -0.233], [0.069, -0.073, -0.139], [0.077, 0.173, 0.043], [-0.052, -0.187, -0.222], [0.023, 0.023, 0.121], [0.035, -0.106, -0.013], [-0.024, 0.006, -0.095], [-0.033, 0.142, 0.054], [0.015, 0.099, 0.107], [0.002, -0.010, 0.001], [-0.025, 0.041, -0.033], [-0.007, -0.019, -0.021], [0.032, -0.071, 0.015], [-0.034, 0.059, 0.019], [0.105, -0.065, -0.116], [-0.006, 0.004, 0.034], [0.253, 0.201, 0.070], [-0.088, -0.086, -0.096], [0.009, -0.089, -0.039], [-0.134, 0.047, 0.037], [0.015, 0.074, 0.030], [0.003, -0.008, 0.008], [0.048, 0.023, -0.033], [0.018, -0.004, 0.014], [-0.003, -0.021, -0.017], [-0.025, 0.000, -0.014], [0.037, 0.012, -0.007], [0.011, -0.024, 0.055], [0.009, -0.015, -0.006], [-0.009, 0.013, -0.011], [-0.018, -0.015, 0.015], [0.035, -0.024, 0.006], [0.017, -0.007, -0.001], [-0.019, -0.025, 0.068], [-0.009, 0.054, 0.111], [-0.092, -0.013, -0.210], [0.032, -0.085, 0.016], [-0.037, 0.099, 0.045], [0.037, 0.002, -0.013], [0.001, 0.029, -0.009], [-0.017, 0.026, -0.027], [-0.036, -0.026, -0.012], [0.006, 0.008, -0.004]]}

no.,strongest force on any atom (eV Å⁻¹)
1,0.99
2,0.72